71
Properties=species:S:1:pos:R:3:forces:R:3 method="wB97M-V/def2-TZVPD" e_tot_ev=-195219.1615 relative_energy_kj_mol=77.0 homo_lumo_gap_ev=6.5 total_charge=+2
H -2.867 -3.305 -5.885 -0.013 -0.001 0.016
W -0.195 0.491 1.587 -0.193 0.614 0.589
O -1.684 0.386 2.943 0.687 0.038 0.077
C -0.317 -1.816 -3.014 -0.050 0.023 0.011
H 3.099 5.266 0.920 0.004 0.001 0.004
H -0.298 -1.228 -0.993 -0.212 -0.226 -0.012
H 2.435 -2.919 -1.458 0.013 0.004 0.013
N 0.274 4.232 0.204 0.082 -0.003 -0.019
C 0.788 -2.814 -2.658 -0.027 -0.001 -0.011
O 4.787 -1.779 3.309 -0.005 0.006 -0.001
H 0.703 6.129 -0.607 0.001 0.001 -0.012
C -2.086 -2.431 -1.265 0.040 -0.055 -0.066
H -3.324 -1.846 0.266 -0.019 -0.004 -0.007
O -3.768 0.896 3.573 -0.009 0.056 -0.061
H -0.468 3.846 -0.360 -0.038 0.017 -0.004
C -2.825 -0.426 -4.231 -0.030 -0.014 0.046
C -2.939 -2.218 -5.899 -0.015 0.026 0.003
H 1.634 4.602 2.992 0.019 0.018 -0.006
H 4.186 0.307 2.244 0.003 0.007 -0.006
N -2.431 -2.312 0.158 -0.033 0.071 -0.030
N 1.753 -2.221 -1.731 -0.020 0.003 0.021
C -2.961 0.771 2.715 -0.157 -0.175 -0.185
O 0.016 1.134 -0.404 0.069 -0.231 -0.277
C -3.197 0.957 1.221 0.024 -0.134 0.069
H 4.187 -0.536 4.868 0.003 0.011 -0.012
C 3.197 0.523 2.646 0.057 -0.029 -0.031
H 1.245 -3.170 -3.588 0.009 0.018 -0.004
H -2.819 1.374 -3.089 -0.004 -0.010 -0.008
H -3.604 0.028 -4.833 0.004 -0.003 0.000
H -3.535 1.973 1.008 0.014 0.027 0.024
N -1.907 0.697 0.609 -0.370 -0.267 0.185
H -2.974 -2.402 -1.904 0.005 -0.004 -0.002
C -1.722 -0.030 -2.011 0.024 0.008 0.053
H 1.920 0.172 5.158 0.034 -0.051 0.020
S -0.605 2.891 2.401 0.039 0.166 -0.053
H 1.981 6.574 1.343 0.001 0.002 0.010
C 2.250 -1.818 2.324 0.013 0.007 0.108
H 1.850 4.857 -1.057 0.006 -0.008 0.003
H -0.127 0.786 4.149 0.037 -0.106 0.116
H 3.294 1.350 3.350 -0.098 0.027 -0.031
C -2.345 -1.614 -4.661 0.021 -0.004 -0.057
H 2.273 -1.484 -2.197 0.021 -0.005 -0.009
N 1.402 4.656 2.014 -0.011 -0.018 0.002
C 1.234 5.248 -0.252 -0.029 0.005 0.019
H -3.979 -1.929 -6.032 0.011 0.016 -0.013
O -1.908 2.486 -1.216 -0.042 0.020 0.011
C 3.798 -1.315 4.201 0.019 -0.007 -0.038
H 0.351 -3.691 -2.173 0.012 -0.006 -0.007
H 0.172 -0.926 -3.427 -0.005 0.005 0.000
H -3.964 0.255 0.891 0.008 -0.005 -0.005
H -2.570 -3.235 0.552 0.018 0.003 0.017
O 0.658 0.579 3.610 0.045 -0.005 -0.083
C -2.443 0.356 -3.090 -0.043 -0.006 -0.013
H 2.407 -2.808 2.749 0.017 -0.003 -0.007
S -1.448 1.186 -0.847 0.284 -0.022 -0.223
C -1.211 -2.410 -4.095 0.030 -0.038 -0.013
C 2.665 -0.732 3.338 -0.052 -0.089 0.093
Se 0.359 -1.858 1.783 -0.176 0.201 -0.250
H -1.632 -3.411 -1.420 0.021 0.006 0.039
C -1.081 -1.372 -1.747 0.147 0.173 -0.081
C 2.050 5.534 1.031 -0.006 0.005 0.002
C 1.538 -0.361 4.288 -0.047 0.036 -0.087
H 0.956 -1.229 4.604 0.005 -0.005 -0.019
H 3.402 -2.128 4.821 -0.003 -0.002 0.000
C 0.415 3.957 1.484 -0.019 -0.034 0.008
H 5.530 -2.149 3.797 -0.004 -0.003 0.013
H 2.831 -1.738 1.405 -0.065 0.016 -0.054
H -2.382 -1.871 -6.774 0.022 -0.026 0.010
H -1.631 -3.370 -3.766 -0.004 0.014 0.012
H -0.579 -2.685 -4.947 -0.010 0.001 -0.005
Se 2.183 1.084 1.071 -0.060 -0.052 0.208



71
Properties=species:S:1:pos:R:3:forces:R:3 method="wB97M-V/def2-TZVPD" e_tot_ev=-195219.0253 relative_energy_kj_mol=90.2 homo_lumo_gap_ev=5.2 total_charge=+2
N -3.847 1.918 -2.299 0.033 -0.020 0.058
S -1.509 2.044 -0.934 -0.042 0.003 -0.003
H 3.171 2.576 -0.609 -0.003 0.002 -0.009
H -0.233 0.903 5.762 0.004 0.013 -0.013
O 0.952 0.727 -2.347 -0.282 -0.174 0.199
H -5.941 2.167 -2.400 -0.005 0.000 -0.007
H -0.120 -3.571 0.291 -0.106 -0.040 -0.058
H 6.388 1.983 -2.397 -0.007 0.000 -0.003
O 0.595 -1.551 1.616 -0.100 -0.148 -0.006
H -3.586 2.498 5.881 0.002 0.001 0.001
C -3.012 2.590 -1.501 -0.055 -0.018 -0.091
H 4.515 1.721 -3.808 0.017 -0.021 0.002
C 2.479 -4.224 0.625 0.023 0.023 -0.042
O -1.388 -3.023 1.885 -0.058 0.022 -0.167
O -2.532 -0.737 -2.850 -0.071 -0.170 -0.076
C -2.347 -1.278 -0.499 -0.182 0.196 0.066
Se 2.257 -1.787 -2.406 -0.240 -0.058 -0.511
C -2.256 1.024 5.056 0.009 0.013 0.013
H 2.058 -4.338 -1.483 -0.002 -0.031 -0.019
H 1.925 -4.069 1.556 0.007 -0.034 0.012
C -3.150 0.600 4.070 -0.002 -0.003 0.010
C 3.290 1.071 -2.146 0.026 0.037 -0.136
C -2.711 1.918 6.169 -0.006 -0.019 0.006
C -2.745 -0.237 3.051 -0.061 -0.084 0.060
H 4.464 -0.699 -1.675 -0.013 -0.002 0.014
N 2.762 -1.753 0.503 -0.006 -0.042 -0.177
S -0.900 -1.688 1.745 -0.210 0.433 0.304
C 4.455 1.898 -2.729 -0.008 0.012 -0.031
H -2.982 1.319 7.041 0.002 -0.004 -0.005
N -3.551 3.778 -1.216 0.066 -0.008 0.031
C -1.415 -0.650 3.022 0.005 0.148 -0.130
H -3.456 -0.564 2.303 0.021 -0.008 -0.010
H -5.631 4.127 -1.117 0.004 -0.001 0.009
W 0.739 -1.074 -0.526 1.005 -0.196 0.105
N -1.166 -1.037 0.296 0.330 -0.533 -0.339
C -5.029 2.694 -2.673 0.010 0.011 0.000
H 0.536 -0.566 3.943 -0.003 0.001 -0.012
H 3.051 -5.142 0.764 0.040 0.012 -0.067
H 1.029 -5.376 -0.506 -0.024 0.013 0.083
N 0.465 -3.354 -0.518 -0.031 -0.057 0.169
H 4.046 -0.523 -3.368 0.094 0.015 0.031
H 4.266 -3.090 1.084 -0.035 0.013 0.047
C -0.932 0.586 4.999 -0.014 -0.014 0.003
H 0.100 0.892 -2.777 -0.031 0.152 0.145
Se 1.649 0.971 0.428 -0.367 0.144 0.405
C 1.526 -4.406 -0.538 -0.041 -0.012 0.048
H -3.075 4.440 -0.630 -0.019 0.019 -0.004
H 4.059 1.143 -0.127 0.010 0.022 -0.012
O -0.548 -1.355 -2.017 -0.073 0.391 0.002
C 3.665 -0.402 -2.352 -0.058 -0.035 0.127
H 1.850 2.530 -2.818 -0.045 -0.010 0.024
H 2.143 1.207 -3.970 -0.009 -0.035 0.008
H 3.445 -1.034 0.290 0.074 -0.042 -0.024
H -4.818 4.877 -2.497 -0.008 0.005 0.002
C 3.438 -3.077 0.374 -0.010 -0.024 0.051
C -1.874 -1.071 -1.918 0.253 -0.026 -0.018
H -3.587 1.032 -2.704 -0.027 -0.003 -0.021
H -3.137 -0.559 -0.282 0.034 0.033 0.029
H -0.132 -3.488 -1.333 0.006 0.010 -0.035
H -5.045 2.881 -3.746 0.009 0.004 -0.002
H 3.859 -3.148 -0.626 0.022 0.002 -0.003
H 2.528 -1.624 1.483 0.114 0.096 0.050
O 5.632 1.488 -2.065 -0.008 0.004 0.012
C 3.188 1.489 -0.684 0.087 0.016 -0.024
H -1.920 2.602 6.473 -0.003 0.000 0.003
H -4.180 0.931 4.109 0.005 0.010 -0.015
H 4.256 2.964 -2.569 -0.011 0.003 -0.020
C 2.034 1.456 -2.911 0.014 -0.048 -0.023
C -0.495 -0.243 3.983 0.002 0.033 -0.002
H -2.721 -2.300 -0.376 -0.053 0.017 0.000
C -4.845 3.995 -1.859 0.002 -0.009 -0.013



61
Properties=species:S:1:pos:R:3:forces:R:3 method="wB97M-V/def2-TZVPD" e_tot_ev=-33032.5413 relative_energy_kj_mol=42.7 homo_lumo_gap_ev=10.0 smiles="c1ccncc1.CC(C)=O.CC(C)=O.CC(C)=O.CC(C)=O.CC(C)=O" total_charge=0
H 0.598 0.354 2.256 -0.584 0.080 0.354
N -1.148 0.915 -0.647 1.121 -1.157 1.115
C 1.861 0.417 -9.333 0.755 1.039 0.387
C 0.595 -2.075 8.220 1.238 -1.528 -0.831
C 0.471 -1.574 9.664 0.250 -0.735 -0.407
H 1.519 1.159 -7.289 0.184 0.375 -0.023
C 2.392 -4.738 -5.633 0.774 1.192 -0.323
C 0.297 -1.106 -0.804 -0.957 1.864 2.138
C 1.259 -4.307 -6.568 -2.654 -0.318 1.033
H -0.318 -2.337 6.326 -0.214 0.514 0.043
H 0.196 0.755 -10.656 0.156 -0.241 -0.049
H -0.381 -2.030 10.169 -0.301 0.352 -0.162
H -7.781 4.040 -1.335 -0.395 0.022 0.001
H 2.679 -3.830 -5.102 -0.372 -0.213 0.686
C 4.675 3.836 5.591 -0.870 -0.241 0.238
H 3.100 1.695 -8.050 -0.160 -0.051 0.084
H -0.029 -5.562 -7.923 0.052 -0.172 0.758
H -1.352 -1.629 7.691 -0.527 -0.102 -0.667
H -0.802 -0.198 -2.385 -0.540 0.080 -0.093
C 0.122 0.138 1.311 0.069 0.905 -1.756
H -7.444 2.163 2.066 -0.174 0.655 0.173
H 2.162 -5.581 -4.983 -0.609 0.294 0.110
H -8.901 4.396 0.039 0.521 0.887 0.023
C -6.759 2.366 1.242 0.640 -1.471 0.694
H 2.840 0.037 -7.432 0.244 0.034 -0.084
H 0.672 -1.916 -1.412 0.034 0.075 -0.010
H 4.753 1.763 7.627 0.907 0.165 0.059
O 2.668 0.135 -10.197 -0.660 0.003 0.657
H 0.452 -0.485 9.703 -0.218 -0.042 0.003
C 3.703 3.104 6.510 -1.903 0.485 0.001
H 1.346 -1.932 10.206 0.156 0.215 -0.156
H 3.546 2.360 8.600 -0.571 0.581 -0.321
H -1.091 -3.380 7.433 0.198 -0.044 0.756
C 0.361 0.392 -9.642 0.208 -0.141 0.067
H 1.413 -1.491 1.106 0.096 -0.421 -0.369
C 0.677 -0.907 0.573 -0.781 0.154 -1.391
O 2.532 2.897 6.206 1.445 0.233 -0.096
H 5.533 3.194 5.393 -0.103 -0.019 -0.408
H 0.906 -4.373 -8.613 0.073 0.271 -0.226
O -6.031 4.507 0.462 -0.440 -0.516 0.429
C 2.372 0.896 -7.914 -1.042 -1.023 -1.137
H -1.257 1.839 1.199 0.213 0.249 0.040
C -0.761 1.047 0.657 -0.096 -1.585 -0.808
H 1.722 -5.817 -8.231 0.099 -0.162 0.704
O 0.426 -3.440 -6.218 2.674 -1.996 -1.006
C -6.889 3.651 0.529 -0.146 0.551 -0.879
C -0.642 -2.389 7.365 0.505 0.783 0.522
H -7.034 1.557 0.565 0.160 0.033 -0.344
H 5.077 4.737 6.054 -0.143 0.005 0.198
C -0.628 -0.146 -1.320 1.422 -0.247 0.780
H 4.059 4.115 4.737 0.585 -0.115 -0.324
C 0.970 -5.134 -7.835 0.247 1.284 -0.840
H 0.065 -0.655 -9.576 -0.130 -0.099 -0.173
H 3.352 -5.031 -6.059 -0.273 -0.155 -0.907
H 4.870 3.505 8.209 0.357 -0.431 0.126
C -8.123 3.736 -0.346 -0.814 0.112 0.239
H -0.315 0.945 -8.990 0.435 0.082 0.293
H -8.744 2.840 -0.355 0.659 -0.549 -0.383
O 1.694 -2.290 7.718 -1.075 0.599 0.891
H -5.747 2.161 1.591 -0.005 0.278 0.048
C 4.238 2.701 7.831 0.281 -0.680 0.527